DFT (ωB97M-V/def2-TZVPD) results for C22H26N4O3S in the gas phase at a distorted geometry.

```
56
Properties=species:S:1:pos:R:3
C 4.91579 3.59299 -0.30133
C 4.30373 2.27034 0.15101
N 5.16833 1.15279 -0.14500
C 5.30371 0.68449 -1.50645
C 6.71013 0.93247 -2.04139
S 5.47529 0.01875 1.01208
O 5.28267 0.62277 2.29769
O 6.74341 -0.58880 0.72725
C 4.21306 -1.24819 0.78231
C 4.58217 -2.57238 0.65732
C 3.59150 -3.53167 0.51123
C 2.26175 -3.15666 0.47098
C 1.89824 -1.81290 0.57839
N 0.54544 -1.48156 0.51109
C -0.01163 -0.24391 0.32389
O 0.62852 0.78087 0.21497
C -1.50081 -0.25595 0.27646
C -2.17241 0.86067 0.77336
C -3.54734 0.92442 0.74663
C -4.28777 -0.12379 0.19823
N -5.67766 -0.01678 0.19919
N -6.26158 0.69413 1.18074
C -7.55664 0.66413 0.95627
C -8.52822 1.33613 1.85656
C -7.82761 -0.06946 -0.21856
C -6.60651 -0.49353 -0.68326
C -6.29888 -1.24222 -1.92979
C -3.62392 -1.24207 -0.29991
C -2.24367 -1.30237 -0.26217
C 2.89245 -0.85374 0.75352
H 5.89809 3.71695 0.14577
H 4.27827 4.41586 0.01125
H 5.01606 3.62346 -1.38360
H 4.18905 2.27401 1.23573
H 3.31719 2.13692 -0.31437
H 4.55644 1.18488 -2.12890
H 5.09595 -0.39245 -1.52520
H 7.42394 0.42917 -1.39591
H 6.93329 1.99554 -2.04729
H 6.80150 0.54371 -3.05279
H 5.62925 -2.82625 0.68046
H 3.85622 -4.57446 0.42445
H 1.49342 -3.90837 0.35368
H -0.09002 -2.26486 0.56951
H -1.59056 1.67377 1.17918
H -4.07734 1.77395 1.14595
H -9.09448 2.08695 1.30705
H -7.99621 1.81465 2.67349
H -9.23217 0.61065 2.26189
H -8.78569 -0.25201 -0.66110
H -7.11914 -1.10909 -2.63161
H -5.38092 -0.87859 -2.38839
H -6.19695 -2.31110 -1.73769
H -4.17729 -2.07754 -0.69457
H -1.75488 -2.16870 -0.68626
H 2.63545 0.18399 0.86794
```

Summary:
Net charge   0
DFT total energy   -46174.421 eV
Energy relative to the best compared isomer or geometry (same formula, charge and spin)   252.1 kJ/mol
SMILES string   CCN(CC)S(=O)(=O)c1cccc(NC(=O)c2ccc(-n3nc(C)cc3C)cc2)c1

DFT (ωB97M-V/def2-TZVPD) results for a molecular structure, C5H7NO.

```
14
Properties=species:S:1:pos:R:3
O 1.30461 1.80445 0.22858
C 1.92506 0.81309 0.22511
C 2.61030 -0.30385 0.20103
N -0.39126 -1.10418 0.14198
C -1.46023 -0.30851 0.80538
C -1.69030 0.45634 -0.52889
C -0.56869 -0.45113 -0.94782
H 2.06526 -1.23053 0.06832
H 3.66525 -0.28641 0.42596
H -1.04951 0.30343 1.61582
H -2.29609 -0.91690 1.17551
H -1.47386 1.53141 -0.52432
H -2.65177 0.27385 -1.01964
H 0.01121 -0.58107 -1.86700
```

Summary:
Net charge   0
DFT total energy   -8833.414 eV
Energy relative to the best compared isomer or geometry (same formula, charge and spin)   269.1 kJ/mol

DFT (ωB97M-V/def2-TZVPD) results for C19H28N2O6S in the gas phase at a distorted geometry.

```
56
Properties=species:S:1:pos:R:3
C 3.08364 0.97960 -2.84400
O 1.67351 0.96796 -2.87544
C 1.00380 1.36359 -1.76772
C 1.59200 1.85040 -0.61071
C 0.80901 2.22201 0.47414
C -0.55878 2.11102 0.39144
S -1.57084 2.48909 1.82238
O -0.82449 3.37970 2.65977
O -2.87620 2.87626 1.37102
N -1.76130 1.07738 2.67962
C -0.57384 0.46312 3.21772
C 0.01632 -0.59366 2.27877
C -1.06109 -1.61317 1.88200
C -0.44730 -2.63041 0.92338
O -0.12670 -3.74461 1.28433
N -0.29396 -2.20284 -0.35029
C 0.44953 -2.97114 -1.31932
C 1.67884 -2.18085 -1.81002
C 2.75335 -3.11546 -2.37748
C 3.55470 -3.50506 -1.12696
C 3.14497 -2.44891 -0.08041
O 2.31855 -1.50641 -0.74353
C -2.29037 -0.90395 1.30794
C -2.79628 0.15347 2.29233
C -1.17762 1.65362 -0.76218
C -0.40947 1.26701 -1.84741
O -0.89934 0.77230 -3.01498
C -2.29714 0.72509 -3.18355
H 3.39870 0.59542 -3.81287
H 3.46016 0.33150 -2.04774
H 3.47300 1.99383 -2.71464
H 2.66263 1.93883 -0.53938
H 1.25279 2.60686 1.37725
H -0.83826 -0.00272 4.17410
H 0.13732 1.26707 3.40791
H 0.42160 -0.11641 1.38475
H 0.83545 -1.10741 2.78484
H -1.35944 -2.16969 2.77721
H -0.41133 -1.22473 -0.56476
H -0.18636 -3.21799 -2.17594
H 0.74875 -3.89463 -0.81812
H 1.35661 -1.41271 -2.51827
H 2.31872 -3.97338 -2.88447
H 3.38020 -2.57033 -3.08285
H 4.62582 -3.48296 -1.31703
H 3.28990 -4.50275 -0.78222
H 2.59464 -2.91129 0.74770
H 3.99467 -1.89845 0.32868
H -3.08122 -1.63071 1.11434
H -2.04081 -0.41045 0.36861
H -3.17319 -0.33151 3.19992
H -3.59707 0.74967 1.85409
H -2.25512 1.63947 -0.78309
H -2.74828 1.71614 -3.08130
H -2.76652 0.03767 -2.47176
H -2.45565 0.35749 -4.19584
```

Summary:
Net charge   0
DFT total energy   -46257.464 eV
Energy relative to the best compared isomer or geometry (same formula, charge and spin)   215.0 kJ/mol
SMILES string   COc1ccc(S(=O)(=O)N2CCC(C(=O)NC[C@@H]3CCCO3)CC2)cc1OC

DFT (ωB97M-V/def2-TZVPD) results for C3H6N4O in the gas phase at a distorted geometry.

```
14
Properties=species:S:1:pos:R:3
C -1.93746 0.03145 -0.12354
C -0.77654 0.94393 -0.50434
C 1.92054 -1.19775 0.03497
N -1.55954 -1.35229 0.05396
N -0.38013 -1.71314 0.15858
N 0.56498 -0.78230 0.13335
N -0.45931 1.96791 0.29607
O -3.09319 0.33871 0.08791
H -0.20776 0.95038 -1.39915
H 2.24008 -0.58564 -0.71989
H 2.56239 -1.02174 1.02281
H 2.15955 -2.25244 -0.06077
H 0.08611 2.67528 -0.00760
H -1.11971 1.99766 1.02762
```

Summary:
Net charge   0
DFT total energy   -11211.569 eV
Energy relative to the best compared isomer or geometry (same formula, charge and spin)   502.4 kJ/mol

DFT (ωB97M-V/def2-TZVPD) results for C3H3NO2 in the gas phase at a distorted geometry.

```
9
Properties=species:S:1:pos:R:3
N -2.43068 -0.30741 -0.99848
C -1.37271 -0.19643 -0.54868
C 0.06253 -0.37907 -0.24668
O 0.86341 0.09680 -1.27021
C 0.40682 0.27116 1.08578
O 1.17674 1.20002 1.12200
H 0.15268 -1.47166 -0.17299
H 1.23060 0.93687 -0.94683
H -0.08940 -0.15028 1.97610
```

Summary:
Net charge   0
DFT total energy   -8743.292 eV
Energy relative to the best compared isomer or geometry (same formula, charge and spin)   177.4 kJ/mol
SMILES string   N#C[C@@H](O)C=O

DFT (ωB97M-V/def2-TZVPD) results for 2 unconnected molecules or ions with the total composition C2H4F2N at a distorted geometry.

```
9
Properties=species:S:1:pos:R:3
C 0.60445 0.11157 -0.81317
C 0.39272 -0.22846 0.71031
N -0.52797 0.36877 -0.02281
F -1.16172 1.49934 0.15423
F -2.01828 -1.29822 0.01959
H 1.09613 1.09897 -1.02550
H 0.43092 -0.68612 -1.44680
H 0.06870 -1.24985 1.10059
H 1.11506 0.38400 1.32355
```

Summary:
Net charge   +1
DFT total energy   -9047.250 eV
Energy relative to the best compared isomer or geometry (same formula, charge and spin)   352.4 kJ/mol

DFT (ωB97M-V/def2-TZVPD) results for 2 unconnected molecules or ions with the total composition CH3O2 at a distorted geometry.

```
6
Properties=species:S:1:pos:R:3
O 0.18767 -2.37510 1.29457
H 1.13286 -2.79630 1.30829
O -0.17904 2.04942 -0.82260
C -0.16655 0.82864 -0.64536
H 0.34187 0.21252 -1.40103
H -0.54443 0.21737 0.18915
```

Summary:
Net charge   -1
DFT total energy   -5179.042 eV
Energy relative to the best compared isomer or geometry (same formula, charge and spin)   123.7 kJ/mol

DFT (ωB97M-V/def2-TZVPD) results for 3 unconnected molecules or ions with the total composition C2H12NO2 at a distorted geometry.

```
17
Properties=species:S:1:pos:R:3
C -0.20652 -0.38558 1.29130
N -0.54611 -0.49687 -0.17979
C 0.69092 -0.36466 -1.11446
H -1.03448 -0.56295 1.93617
H 0.55828 -1.05535 1.62992
H 0.05182 0.61153 1.51318
H -1.29012 0.23475 -0.36843
H -0.86400 -1.41717 -0.40783
H 0.56321 0.54850 -1.75269
H 0.94220 -1.25467 -1.60029
H 1.63038 -0.10598 -0.50316
H 3.12957 1.67715 1.00825
H 2.69808 0.83724 2.28554
O 2.33188 1.28520 1.40274
H -2.76428 -0.36983 -2.21043
H -3.35264 0.61335 -1.39110
O -2.53818 0.20534 -1.53893
```

Summary:
Net charge   +1
DFT total energy   -7846.596 eV
Energy relative to the best compared isomer or geometry (same formula, charge and spin)   149.6 kJ/mol